# C4H4O5Tb

C4H4O5Tb as an isolated structure (ωB97M-V/def2-TZVPD, OMol25).

CARTESIAN COORDINATES (ANGSTROEM)
O 0.39 0.55 -0.04
H -1.07 0.61 -3.71
O -0.05 -1.62 -0.39
O -0.99 -0.08 -1.78
C -0.54 0.82 -2.77
C 0.98 0.55 -2.86
O 1.19 -0.49 -1.94
C 0.14 -0.44 -0.96
H -0.74 1.87 -2.47
H 1.56 1.45 -2.59
H 1.29 0.21 -3.86
Tb 0.30 -1.08 1.81
C -0.63 1.09 2.47
O -0.53 2.18 2.97

The expectation value of S² is 15.81. The frontier orbital gap (spin up / spin down) comes out at 6.8 / 6.2 eV. As for the net charge: 0. The multiplicity is 8. The calculation puts the HOMO energy (spin up / spin down) at -7.902 / -7.799 eV. The value obtained for the LUMO energy (spin up / spin down) is -1.09 / -1.60 eV.

---

# C4H5NO

One molecule with the formula C4H5NO (ωB97M-V/def2-TZVPD, OMol25).

CARTESIAN COORDINATES (ANGSTROEM)
C 1.28 -0.55 0.10
C 0.56 0.77 -0.18
O 1.11 1.80 -0.49
C -1.07 0.71 -0.14
C -1.51 -0.65 0.19
N -1.57 -1.77 0.48
H 2.37 -0.54 -0.09
H 0.74 -1.29 -0.47
H 1.13 -0.80 1.16
H -1.46 0.95 -1.14
H -1.57 1.39 0.58

The frontier orbital gap comes out at 10.9 eV. As for the net charge: 0. The calculation puts the HOMO energy at -10.268 eV. As for the SMILES: CC(=O)CC#N. The value obtained for the LUMO energy is 0.68 eV.

---

# C4H4N2O

One molecule with the formula C4H4N2O (ωB97M-V/def2-TZVPD, OMol25).

CARTESIAN COORDINATES (ANGSTROEM)
O 1.52 0.35 -1.52
C 1.05 -0.06 -0.49
C 0.37 -1.38 -0.36
N -0.83 -1.48 0.04
C -1.38 -0.23 0.40
C -0.60 0.88 0.45
N 0.89 0.81 0.56
H 0.93 -2.24 -0.71
H -2.42 -0.25 0.73
H -0.94 1.90 0.56
H 1.41 1.68 0.34

The frontier orbital gap comes out at 9.2 eV. As for the net charge: 0. The calculation puts the HOMO energy at -9.276 eV. As for the SMILES: O=c1cncc[nH]1. The value obtained for the LUMO energy is -0.12 eV.

---

# C18H27AlCl25O

C18H27AlCl25O as an isolated structure (ωB97M-V/def2-TZVPD, OMol25).

CARTESIAN COORDINATES (ANGSTROEM)
C 6.23 -0.42 1.64
C 5.87 0.20 0.30
C 5.02 -0.69 -0.64
C 5.43 -2.16 -0.60
Al 3.06 -0.49 -0.35
Cl 2.71 -0.91 1.82
C 2.33 1.31 -0.83
C 0.81 1.31 -1.05
C 0.00 0.83 0.14
C -1.52 0.97 -0.02
C -2.26 -0.36 -0.18
C -3.74 -0.30 0.17
C -4.46 -1.60 -0.11
O -5.85 -1.42 0.07
C -6.60 -2.56 -0.20
H 6.83 -1.33 1.51
H 5.33 -0.69 2.19
H 6.82 0.27 2.27
H 6.80 0.53 -0.19
H 5.31 1.12 0.52
H 5.20 -0.34 -1.67
H 4.96 -2.71 -1.42
H 5.12 -2.68 0.32
H 6.52 -2.35 -0.69
H 2.23 -1.58 -1.22
H 2.82 1.60 -1.78
H 2.60 2.08 -0.10
H 0.43 2.30 -1.35
H 0.58 0.63 -1.89
H 0.38 1.36 1.03
H 0.25 -0.23 0.31
H -1.69 1.56 -0.94
H -1.94 1.53 0.82
H -2.14 -0.70 -1.21
H -1.76 -1.11 0.45
H -4.25 0.50 -0.38
H -3.85 -0.06 1.24
H -4.26 -1.96 -1.14
H -4.10 -2.39 0.56
H -6.48 -2.90 -1.24
H -7.64 -2.28 -0.03
H -6.36 -3.41 0.46
C 0.18 -4.33 0.63
Cl -0.79 -3.55 -0.62
Cl -0.47 -5.97 0.92
Cl 1.84 -4.44 0.11
Cl 0.05 -3.41 2.13
C -2.02 3.10 -4.08
Cl -2.89 3.38 -5.59
Cl -1.98 1.36 -3.76
Cl -0.40 3.81 -4.24
Cl -2.88 3.93 -2.78
C 1.77 6.66 -2.31
Cl 1.92 5.43 -1.08
Cl 0.07 7.16 -2.47
Cl 2.75 8.07 -1.87
Cl 2.33 6.03 -3.86
C -9.18 -3.23 3.23
Cl -7.44 -3.00 3.33
Cl -9.92 -1.81 2.49
Cl -9.52 -4.65 2.23
Cl -9.85 -3.47 4.84
C 6.60 5.38 -2.09
Cl 8.02 4.44 -2.55
Cl 6.75 5.89 -0.41
Cl 6.52 6.83 -3.13
Cl 5.15 4.44 -2.29
C -2.27 -3.72 5.33
Cl -0.80 -2.80 5.61
Cl -3.33 -2.80 4.25
Cl -1.87 -5.26 4.58
Cl -3.11 -3.99 6.86

The frontier orbital gap comes out at 6.4 eV. As for the net charge: -1. The calculation puts the HOMO energy at -4.894 eV. The value obtained for the LUMO energy is 1.48 eV.

---

# C8H13INO3P

One molecule with the formula C8H13INO3P (ωB97M-V/def2-TZVPD, OMol25).

CARTESIAN COORDINATES (ANGSTROEM)
C -1.89 1.31 0.93
C -0.87 1.16 0.10
C -0.32 -1.16 0.20
C 0.84 -2.13 0.30
C -2.80 2.49 0.94
C -1.68 -1.73 0.13
C 2.00 0.03 -2.54
C 1.68 -1.76 1.36
N 0.00 0.07 0.12
O 0.94 -3.04 -0.51
O 1.77 1.89 0.85
O 1.74 0.96 -1.50
P 1.91 0.68 0.06
I 4.36 0.09 0.02
H -2.09 0.56 1.69
H -0.58 1.93 -0.60
H -2.67 3.04 1.87
H -2.59 3.15 0.10
H -3.83 2.16 0.89
H -2.00 -2.04 1.13
H -2.41 -1.03 -0.27
H -1.63 -2.64 -0.48
H 1.53 0.44 -3.44
H 1.57 -0.95 -2.31
H 3.07 -0.07 -2.70
H 1.30 -1.19 2.19
H 2.63 -2.25 1.48

The expectation value of S² is 2.02. The frontier orbital gap (spin up / spin down) comes out at 6.4 / 6.3 eV. As for the net charge: 0. The multiplicity is 3. The calculation puts the HOMO energy (spin up / spin down) at -6.741 / -8.925 eV. The value obtained for the LUMO energy (spin up / spin down) is -0.39 / -2.61 eV.

---

# C14H18CeN3O7S

C14H18CeN3O7S as an isolated structure (ωB97M-V/def2-TZVPD, OMol25).

CARTESIAN COORDINATES (ANGSTROEM)
Ce 0.37 -0.98 -0.19
N 2.15 0.51 -1.43
C 1.73 1.93 -1.28
C 0.27 1.93 -1.69
O -0.12 2.52 -2.66
N -0.51 1.09 -0.89
C -1.83 0.81 -1.49
C -1.71 -0.68 -1.37
O -1.99 -1.21 -0.27
O -0.77 -1.28 -2.06
H 2.04 0.26 -2.41
H 3.14 0.38 -1.23
H 1.85 2.23 -0.24
H 2.28 2.60 -1.93
H -2.65 1.17 -0.88
H -1.90 1.18 -2.51
C -3.21 -4.38 1.78
C -1.74 -4.14 1.66
C -0.94 -3.97 2.78
C 0.42 -3.67 2.68
C 0.98 -3.55 1.43
C 0.21 -3.82 0.27
C -1.13 -4.09 0.40
S 2.63 -3.03 1.10
O 2.40 -2.07 -0.05
O 3.45 -4.15 0.84
N 3.19 -2.09 2.27
C 3.42 -0.63 2.16
C 2.36 0.29 2.83
C 1.09 -0.48 3.03
O 0.84 -1.08 4.03
O 0.34 -0.63 1.90
H -3.50 -4.59 2.81
H -3.52 -5.22 1.16
H -3.77 -3.50 1.45
H -1.39 -4.03 3.76
H 0.98 -3.50 3.59
H 0.70 -3.89 -0.70
H -1.71 -4.30 -0.49
H 3.10 -2.48 3.20
H 3.52 -0.41 1.11
H 4.40 -0.45 2.60
H 2.22 1.17 2.21
H 2.71 0.61 3.81

The frontier orbital gap (spin up / spin down) comes out at 7.5 / 7.5 eV. As for the net charge: +1. The calculation puts the HOMO energy (spin up / spin down) at -12.799 / -12.800 eV. The value obtained for the LUMO energy (spin up / spin down) is -5.26 / -5.26 eV.

---

Which of these has the lowest net charge? C18H27AlCl25O

---

net charge of number 1 (C4H4O5Tb)? 0